Molecular formula: C27H55FN4O21S5
Method: DFT, ωB97M-V with the def2-TZVPD basis set

```
113
Properties=species:S:1:pos:R:3:forces:R:3
O 6.77225 4.99913 0.61203 -2.163 -0.736 -0.716
C 5.65386 4.59465 0.46015 -0.255 -1.055 2.478
O 4.68671 4.95696 -0.37238 2.280 0.956 -2.132
C 3.54779 4.16818 -0.38400 -1.377 -0.130 -0.392
C 3.64958 3.38901 0.92162 0.580 0.592 1.630
F 3.42634 2.02766 0.87937 0.671 1.055 -0.485
O 5.00538 3.67547 1.37608 -0.356 0.061 -1.418
H 2.80956 4.92501 -0.64920 -0.947 -0.005 1.580
H 3.27874 3.52700 -1.22340 1.593 -0.706 -0.373
H 2.96371 3.74563 1.69006 0.079 0.089 0.083
C -5.12955 2.18495 2.53877 -0.589 1.130 0.485
N -4.39831 1.88324 1.27378 -0.660 1.284 -0.037
O -3.88033 0.81388 1.18999 0.594 -1.557 -0.196
O -4.25595 2.78946 0.46420 -0.265 -0.247 0.405
H -5.79410 3.03957 2.41187 0.540 0.241 -0.386
H -4.30691 2.43932 3.20709 -0.293 -0.062 0.270
H -5.80361 1.44436 2.96920 0.782 -0.781 -0.530
C 1.56312 3.52213 4.44913 0.092 -0.824 -0.077
N 0.95904 4.34055 5.58040 2.378 2.038 -0.075
O 0.00903 3.91787 6.19988 0.582 0.340 -0.584
O 1.58135 5.43063 5.78708 -2.040 -2.695 -0.281
H 0.98854 3.64591 3.53118 -0.211 0.272 0.262
H 1.57271 2.45964 4.69229 -0.520 0.116 0.373
H 2.61103 3.75025 4.25432 -0.274 0.721 0.371
C -0.21596 -4.17252 -3.21108 0.750 -1.002 0.720
N 0.26679 -5.50340 -2.66245 1.356 -0.644 -2.320
O 0.73848 -6.30340 -3.46763 -0.721 0.725 -0.146
O 0.30945 -5.70661 -1.49406 -0.725 0.383 2.338
H -0.33412 -4.33952 -4.28171 -0.260 0.441 0.444
H 0.60194 -3.50417 -2.94194 0.032 0.139 -0.315
H -1.07228 -3.88215 -2.60239 -0.108 -0.131 -0.465
C 4.38580 1.35529 -2.98794 -1.346 -0.011 0.909
N 3.71048 0.16794 -3.68494 1.734 0.028 0.451
O 3.48290 0.38996 -4.86225 -0.576 -0.954 0.679
O 3.54636 -0.87951 -3.04301 -0.080 1.915 -1.455
H 3.64281 1.61811 -2.23495 0.033 0.007 0.024
H 4.47335 2.20303 -3.66748 0.258 -0.553 -0.198
H 5.28012 1.11539 -2.41284 0.041 -0.472 -0.583
O 2.05976 0.85477 -1.00860 -2.634 -1.249 0.762
S 0.79814 0.15038 -0.63300 1.280 -2.206 -0.827
O 0.32176 -1.02622 -1.41347 0.992 2.128 0.837
C 0.76046 -0.41341 1.16192 0.741 -0.475 -1.575
C -0.09925 0.56080 1.88866 -1.184 1.096 0.802
C -0.37684 1.81333 1.06085 0.150 -0.010 -2.093
C -0.52010 1.27016 -0.41583 -0.677 1.214 0.703
H 1.79694 -0.54703 1.47171 -0.052 0.361 0.174
H 0.30136 -1.40186 1.14478 0.152 0.067 -0.217
H -1.11964 0.18798 1.97756 0.182 -0.680 0.463
H 0.27924 0.78875 2.88510 -0.077 -0.032 -0.015
H 0.40405 2.57289 1.09811 0.202 -0.039 -0.045
H -1.32977 2.31734 1.22205 0.019 -0.135 0.666
H -0.61862 2.05577 -1.16497 0.547 -0.059 -0.083
H -1.41751 0.66246 -0.53187 -0.074 -0.108 0.324
O -3.37064 -1.46523 -6.19858 0.020 -0.185 0.621
S -3.02071 -2.38693 -5.13732 1.582 -0.866 0.668
O -2.00502 -3.42178 -5.43293 -1.735 1.386 0.486
C -2.61578 -1.44910 -3.55659 0.313 0.310 -1.890
C -3.44091 -2.03366 -2.43441 0.870 -1.283 -0.701
C -4.74372 -2.32660 -3.09966 -0.935 0.396 -0.078
C -4.49032 -3.09506 -4.37678 0.029 0.111 -1.272
H -3.03229 -0.53229 -3.97382 0.415 0.706 0.743
H -1.52754 -1.47011 -3.49841 -0.120 0.341 0.319
H -2.98142 -3.00828 -2.26986 0.190 0.039 1.061
H -3.61270 -1.43045 -1.54294 0.587 -0.025 -0.047
H -5.09257 -1.31401 -3.30234 -0.800 -0.141 -0.515
H -5.48157 -2.82027 -2.46723 0.092 -0.053 0.014
H -5.25069 -2.91330 -5.13632 -0.206 -0.477 0.139
H -4.20477 -4.14361 -4.29239 -0.498 -0.086 0.344
O -0.17302 -2.59994 3.60077 -0.316 3.133 1.243
S 0.03698 -3.92332 3.19339 -0.230 -4.369 -0.852
O 1.31898 -4.29550 2.60227 -1.218 0.265 0.775
C -0.56684 -5.18504 4.53060 1.301 0.967 -0.275
C -2.02492 -5.44335 4.24766 -1.270 -0.895 -1.035
C -2.55341 -4.55473 3.08701 1.411 0.418 -0.394
C -1.35386 -4.40343 2.12104 0.480 0.047 0.924
H -0.33080 -4.84635 5.53940 -0.037 0.409 -0.191
H 0.04760 -6.06820 4.35569 -0.008 0.094 -0.119
H -2.07677 -6.47430 3.89757 -0.004 -0.102 -0.326
H -2.73972 -5.49406 5.06899 0.437 0.672 0.416
H -2.77567 -3.53955 3.41583 -0.283 -0.041 0.232
H -3.40475 -4.94158 2.52695 -0.015 -0.219 0.374
H -1.49196 -3.61974 1.37615 0.163 -0.316 -0.206
H -0.97604 -5.36148 1.76398 -0.405 0.025 -0.658
O 3.57182 -4.62734 -1.81281 0.259 -0.568 1.560
S 4.19642 -4.64985 -0.48311 1.829 -0.802 -0.835
O 4.49256 -5.88579 0.28776 -1.429 1.988 -1.285
C 5.79756 -3.80470 -0.71932 -0.922 0.226 0.506
C 5.35226 -2.35980 -0.83942 -0.071 0.390 -1.295
C 4.28593 -2.00472 0.21546 1.516 -0.838 0.359
C 3.51930 -3.30515 0.50055 -0.499 -0.159 0.996
H 6.24199 -4.26626 -1.60110 0.023 0.243 0.047
H 6.45459 -3.85527 0.14893 -0.142 -0.709 0.083
H 6.24297 -1.73935 -0.74045 -0.203 0.340 -0.223
H 4.86437 -2.22147 -1.80426 0.454 0.128 -0.147
H 3.73073 -1.10596 -0.05303 -0.306 -0.388 -0.244
H 4.88083 -1.74932 1.09237 -0.356 0.071 0.415
H 2.43531 -3.20784 0.44049 0.108 -0.376 -0.275
H 3.76166 -3.71988 1.47900 -0.261 0.415 0.311
O -3.03090 7.39517 -2.43244 -1.194 -1.909 1.283
S -3.73899 6.27984 -1.74381 0.166 0.918 -1.530
O -4.99823 5.77336 -2.32863 2.171 0.499 1.135
C -2.43641 4.99087 -1.42377 0.713 0.785 -0.390
C -1.65439 5.51754 -0.19515 -1.823 0.091 -0.050
C -2.77665 6.04992 0.73415 1.242 0.464 1.599
C -3.93150 6.75697 0.00461 0.551 -1.247 -0.226
H -1.76851 5.03331 -2.28413 -0.410 -0.216 -0.319
H -2.89808 4.01011 -1.30943 -0.005 0.132 0.170
H -1.01001 4.78405 0.28949 -0.304 -0.265 -0.020
H -1.01124 6.37124 -0.40885 -0.098 -0.075 -0.575
H -2.25433 6.64508 1.48319 -0.204 0.840 -0.185
H -3.21718 5.33472 1.42880 0.026 -0.772 -0.635
H -3.95373 7.84669 0.01565 -0.181 -0.226 0.222
H -4.77940 6.19999 0.40329 -0.641 0.919 -0.471
```
Positions in Å, forces in eV/Å.

Computed properties:
HOMO-LUMO gap	8.602	eV
total energy	-4951.0614	hartree
energy above the lowest of the compared OMol25 structures with the same formula, charge and spin	489.3	kJ/mol
SMILES string	O=C1OC[C@@H](F)O1.C[N+](=O)[O-].C[N+](=O)[O-].C[N+](=O)[O-].C[N+](=O)[O-].O=S1(=O)CCCC1.O=S1(=O)CCCC1.O=S1(=O)CCCC1.O=S1(=O)CCCC1.O=S1(=O)CCCC1

=====

Molecular formula: C12H16F36Li2N6O32S12
Method: DFT, ωB97M-V with the def2-TZVPD basis set

```
116
Properties=species:S:1:pos:R:3:forces:R:3
Li 2.23276 -0.78422 -1.17074 0.483 -0.220 -0.248
Li -3.28073 0.79071 -3.82033 0.412 0.173 0.574
C -0.56257 -0.91930 -6.03465 -1.595 0.670 0.264
F 0.12476 -0.76976 -7.16118 0.127 -0.348 0.120
F -0.35507 -2.09025 -5.46912 0.389 -0.473 -0.250
F -0.18736 0.02008 -5.17160 0.312 0.150 0.066
S -2.40809 -0.64277 -6.44211 0.901 1.337 -0.631
O -2.44050 0.78619 -6.73913 -0.232 -1.158 0.967
O -2.66695 -1.52981 -7.55597 0.089 0.579 1.331
N -3.18721 -0.93925 -4.93779 2.385 3.288 -2.123
S -3.89754 -2.27086 -5.17374 -2.004 -5.616 -1.060
O -4.97776 -2.20654 -6.14206 0.356 0.179 0.789
O -2.93111 -3.36604 -5.36335 -1.416 1.330 0.812
C -4.81860 -2.56529 -3.54887 0.414 0.733 -1.427
F -5.59333 -3.60912 -3.70522 0.193 -0.300 0.260
F -3.93617 -2.70234 -2.58845 -0.139 -0.159 0.558
F -5.62582 -1.50641 -3.29187 0.300 0.035 0.209
C 9.86115 -1.64813 0.75311 0.029 1.848 1.690
F 10.05299 -2.95664 0.90114 0.244 0.166 -0.474
F 11.00557 -0.99033 0.47035 0.473 -0.805 -0.089
F 9.04420 -1.37985 -0.23769 -0.474 -0.602 -0.426
S 9.21961 -0.90808 2.39022 -2.553 0.198 1.214
O 7.97991 -1.64498 2.65745 1.153 0.803 -1.193
O 10.19739 -1.17702 3.42324 0.710 0.995 -1.332
N 8.97219 0.72865 2.03144 0.012 -2.691 -0.260
S 7.37613 0.94026 1.69246 0.237 0.952 2.772
O 6.84820 0.20128 0.59267 -0.025 0.115 -1.149
O 6.61339 0.94610 2.91942 0.129 0.243 -0.878
C 7.37223 2.82691 1.25187 -0.318 -2.293 0.702
F 7.88475 3.52315 2.25795 0.482 0.259 -0.416
F 8.00313 3.04868 0.09835 0.113 0.575 0.071
F 6.09129 3.16954 1.14780 0.124 0.194 -0.423
C 2.53444 -2.23217 5.13718 0.907 1.938 0.399
F 1.45344 -2.91926 4.81720 0.203 -0.316 -0.353
F 3.65481 -2.83616 4.74539 -0.246 -0.929 0.337
F 2.54421 -1.07089 4.48401 -0.696 -0.097 0.099
S 2.48972 -1.95188 7.04783 -0.958 -0.804 1.802
O 1.40955 -2.84259 7.41519 -0.569 0.750 -0.291
O 3.72318 -2.41356 7.66442 -0.114 1.328 -1.055
N 1.95128 -0.35176 7.32493 1.523 -2.762 -0.851
S 3.08714 0.66683 6.90716 1.602 1.267 -0.963
O 4.29037 0.14189 6.28748 -0.749 -0.381 0.795
O 2.54679 1.81614 6.23968 -0.399 0.184 0.855
C 3.77173 1.26003 8.58825 -0.496 -0.989 -0.549
F 2.96922 2.12886 9.20968 -0.226 0.028 0.173
F 3.93020 0.17608 9.38676 -0.021 0.584 -0.082
F 4.95667 1.84263 8.45457 0.261 0.132 -0.089
C -1.32211 -0.90159 -1.00602 0.823 1.022 0.672
F -1.31669 -0.75283 -2.33449 0.346 -0.528 0.205
F -2.54377 -1.15846 -0.61408 0.076 0.057 0.312
F -0.51815 -1.86973 -0.56998 -0.073 -0.342 -0.613
S -0.62632 0.72248 -0.23477 -0.614 2.225 -1.805
O -0.92478 1.81251 -1.16440 0.100 -1.540 -0.013
O -1.32494 0.89413 1.01741 0.844 -1.312 -0.367
N 1.08531 0.58927 -0.30013 -3.315 -0.947 -1.468
S 1.44398 1.11586 1.11927 2.219 1.871 4.858
O 0.97341 2.45963 1.39411 0.385 -0.802 -0.852
O 1.18867 0.12498 2.13439 0.501 0.099 -0.617
C 3.34753 1.34626 1.04700 -1.607 0.418 0.985
F 3.69455 2.35897 0.25473 -0.004 -0.454 -0.573
F 3.67712 1.68288 2.28066 0.113 -0.372 -0.150
F 3.92896 0.20923 0.69288 0.372 0.079 -0.381
C -8.12798 -7.03573 -2.95759 1.283 0.595 2.133
F -8.45309 -7.81423 -3.96741 -0.452 -0.051 -0.210
F -7.42333 -5.99255 -3.36959 0.011 -0.037 -0.695
F -9.20868 -6.51476 -2.33795 -0.113 -0.774 -0.469
S -7.03214 -7.97746 -1.67888 -0.697 -1.905 1.547
O -7.86255 -8.93716 -0.96823 -0.593 1.021 -0.586
O -6.00853 -8.66919 -2.45663 -0.627 1.744 0.358
N -6.66862 -6.80091 -0.53470 0.237 -1.092 -2.650
S -5.15424 -6.40590 -0.86939 1.211 -0.158 -0.891
O -4.24367 -7.33181 -0.25955 0.326 0.346 0.499
O -4.86346 -6.05925 -2.24493 -0.349 0.333 0.633
C -4.96691 -4.79850 0.01991 0.373 0.413 0.598
F -4.76637 -4.99077 1.32663 -0.642 -0.131 0.217
F -3.87322 -4.14337 -0.38861 -0.174 -0.261 -0.463
F -6.02449 -3.99358 -0.16725 0.177 -0.213 0.100
C -1.16677 5.32661 -1.67994 0.331 -0.554 0.284
F -1.99884 4.73232 -2.52792 -0.341 0.019 0.222
F -0.05017 4.55127 -1.61234 -0.900 0.651 0.358
F -0.80010 6.47992 -2.21758 -0.012 0.426 0.145
S -1.87353 5.54627 0.08758 -0.794 -1.058 0.523
O -2.62333 4.35229 0.42943 0.309 1.010 -1.153
O -0.68809 5.73358 0.89064 -0.694 0.487 -1.041
N -2.95721 6.84932 -0.08536 2.160 -2.018 0.632
S -2.37117 7.83005 1.01894 -0.143 2.708 1.754
O -2.48096 7.41740 2.42018 0.187 0.161 -1.603
O -1.14705 8.49907 0.58452 -1.338 -0.179 0.534
C -3.75087 9.20481 1.06685 1.735 -0.787 -0.855
F -3.78094 9.93366 -0.06668 -0.581 -0.389 -0.249
F -4.95730 8.70479 1.34117 0.186 0.410 -0.120
F -3.37603 10.07503 2.00148 -0.323 -0.058 0.663
O 3.01591 -2.25915 0.09592 -0.270 -0.355 -0.441
H 3.88235 -2.40993 0.49223 0.038 0.327 0.038
H 2.46886 -2.98433 0.41698 -0.048 0.156 0.206
O -3.84042 2.01883 0.68042 -0.261 -0.874 -0.249
H -2.92479 1.70339 0.60533 -0.031 0.429 0.347
H -3.75085 2.96581 0.84830 0.160 0.045 -0.221
O -3.29963 0.46757 3.46028 -0.166 -0.106 0.129
H -3.19630 0.85563 2.58454 -0.027 0.113 0.003
H -3.74587 -0.36930 3.30270 0.061 0.003 -0.020
O -4.05133 0.60764 -1.88640 -0.063 0.202 -0.530
H -3.88588 1.06952 -1.03970 -0.188 0.383 -0.118
H -4.88455 0.14259 -1.75790 0.069 -0.072 0.012
O 3.20596 0.32115 -2.60812 -0.362 -0.079 0.151
H 4.06711 0.74232 -2.67905 0.051 -0.030 0.206
H 2.57505 1.06409 -2.60686 0.241 0.296 -0.135
O 1.62603 2.75259 -2.44963 0.210 -0.575 -0.184
H 1.17611 2.40749 -1.66319 -0.140 0.134 0.045
H 1.61292 3.70422 -2.32983 0.079 0.029 -0.001
O 1.49210 -2.09347 -2.63600 0.238 -0.223 0.442
H 1.02844 -2.36626 -3.43131 -0.163 0.209 -0.141
H 1.60373 -2.90615 -2.12838 -0.032 -0.047 -0.094
O -1.56995 2.07953 -3.76580 -0.310 -0.415 -0.342
H -0.81814 1.72261 -3.26924 -0.223 0.290 0.330
H -1.17355 2.57004 -4.49201 -0.117 -0.066 -0.089
```
Positions in Å, forces in eV/Å.

Computed properties:
HOMO-LUMO gap	7.910	eV
total charge	-4
total energy	-11591.6668	hartree

=====

Among the records above, which one has the lowest total energy?
C12H16F36Li2N6O32S12

=====

Which of these has the highest HOMO-LUMO gap?
C27H55FN4O21S5